Entry 1:
The following is a DFT calculation (ωB97M-V/def2-TZVPD) of a molecular structure, C41H41F9N6O10P3S2Y.

Each line ends with the Löwdin charge.
Cartesian coordinates (Å):
Y1 0.10784 1.21346 0.73583  1.40
C1 -5.78778 1.06376 1.10998  -0.38
S1 -4.71549 1.90567 2.29292  0.84
C2 -3.21347 2.08432 1.41239  -1.12
S2 -1.90529 2.80488 2.27852  0.62
N1 -3.20791 1.83452 0.14793  -0.09
N2 -2.01579 1.92694 -0.50805  -0.08
C3 -2.09610 2.40379 -1.69074  -0.06
C4 -0.92516 2.51304 -2.54400  -0.28
C5 -1.01442 3.17105 -3.76763  -0.02
C6 0.12543 3.29709 -4.54216  -0.05
C7 1.30791 2.75537 -4.06692  -0.03
C8 1.29498 2.09502 -2.84493  -0.10
N3 0.21088 1.97257 -2.09149  0.08
H1 -6.80997 1.26818 1.41960  0.03
H2 -5.58153 -0.00267 1.13754  0.01
H3 -5.59250 1.46453 0.12007  0.03
H4 -3.04756 2.78037 -2.06157  0.13
H5 -1.96604 3.57445 -4.08941  0.11
H6 0.09398 3.81178 -5.49355  0.11
H7 2.22949 2.84133 -4.62513  0.12
H8 2.20522 1.66136 -2.45116  0.11
N4 -2.19202 0.51207 4.36731  0.14
C9 -1.37126 -0.68489 4.05027  -0.52
C10 -1.52889 -1.74779 5.12374  -0.07
P1 -1.85356 -1.36289 2.38914  0.35
O1 -3.47470 -1.18205 2.51394  -0.16
O2 -1.56257 -2.79580 2.24209  -0.25
O3 -1.35203 -0.37775 1.34730  -0.46
P2 0.37581 -0.12466 3.88092  0.36
O4 0.51828 0.40986 5.41209  -0.13
O5 1.31107 -1.23273 3.56708  -0.26
O6 0.40633 1.08817 2.97555  -0.44
H9 -3.18844 0.30343 4.25508  0.12
H10 -1.98845 1.33597 3.68773  0.00
H11 -1.98154 0.83078 5.31251  0.15
H12 -2.54311 -2.15236 5.13157  0.09
H13 -1.28425 -1.34555 6.10787  0.08
H14 -0.84135 -2.56338 4.90523  0.09
H15 -3.84090 -2.08173 2.51906  0.09
H16 1.40966 0.73483 5.60531  0.09
C11 3.69027 -1.00437 -0.42199  0.01
C12 3.23762 -0.02917 0.66062  -0.48
C13 4.22158 -0.01818 1.81886  0.01
O7 1.91048 -0.39491 1.08751  -0.15
C14 3.12903 1.36636 -0.01583  -0.60
O8 4.13659 1.88087 -0.46928  0.07
O9 1.93729 1.84727 -0.07786  -0.22
H17 3.82078 -2.00895 -0.01591  0.09
H18 4.62473 -0.65943 -0.86178  0.10
H19 2.92373 -1.03186 -1.19368  0.06
H20 4.45647 -1.03854 2.12771  0.10
H21 3.81995 0.51308 2.68335  0.08
H22 5.13679 0.47802 1.50065  0.10
H23 1.95510 -0.83552 1.96493  0.05
N5 2.97836 7.49610 4.63211  0.18
C15 3.22497 6.16297 4.66413  -0.49
O10 3.98060 5.65997 5.47121  0.07
C16 2.49621 5.32199 3.65092  -0.12
C17 1.38723 5.72537 2.92080  0.00
C18 0.78404 4.81673 2.06410  -0.14
N6 1.20814 3.57014 1.88839  0.02
C19 2.29161 3.19921 2.57171  -0.11
C20 2.95367 4.02437 3.45952  0.03
H24 3.47825 8.08217 5.27746  0.11
H25 2.41640 7.92933 3.92457  0.09
H26 0.96359 6.71628 3.01531  0.11
H27 -0.09475 5.10749 1.50042  0.10
H28 2.64024 2.19208 2.40698  0.08
H29 3.81132 3.67742 4.01840  0.12
F1 -6.67044 -3.41182 -1.42798  0.13
C21 -5.69584 -3.92210 -2.20276  -0.58
F2 -5.61783 -5.23960 -1.92674  0.14
F3 -6.11959 -3.82363 -3.48193  0.14
C22 -4.37785 -3.23582 -2.00078  -0.12
C23 -3.26738 -3.71867 -2.68458  0.00
C24 -2.03930 -3.11270 -2.50733  -0.06
C25 -1.90022 -2.02754 -1.64090  -0.33
C26 -3.02251 -1.54516 -0.97843  -0.07
C27 -4.26168 -2.14673 -1.15626  0.01
P3 -0.24074 -1.24946 -1.36482  1.15
C28 0.20604 -1.03799 -3.14153  -0.36
C29 1.49158 -1.24636 -3.63964  -0.09
C30 1.81556 -0.90992 -4.94367  0.00
C31 0.85321 -0.34302 -5.76563  -0.13
C32 -0.43610 -0.14383 -5.29661  0.00
C33 -0.75104 -0.48953 -3.99559  -0.08
C34 1.23724 0.06585 -7.15512  -0.58
F4 1.46218 -0.99510 -7.95565  0.14
F5 0.28979 0.81501 -7.75076  0.13
F6 2.37370 0.79708 -7.15694  0.13
C35 0.67527 -2.78633 -0.90587  -0.33
C36 0.84440 -3.01069 0.45561  -0.09
C37 1.57492 -4.08947 0.92540  0.02
C38 2.14614 -4.96411 0.01667  -0.12
C39 1.94398 -4.78892 -1.34602  0.00
C40 1.20833 -3.71073 -1.80508  -0.08
C41 3.02145 -6.09182 0.47565  -0.58
F7 3.04884 -6.22020 1.81151  0.14
F8 4.30102 -5.91099 0.07227  0.13
F9 2.62770 -7.27788 -0.03194  0.14
H30 -3.37328 -4.56735 -3.34813  0.13
H31 -1.18522 -3.49470 -3.04935  0.10
H32 -2.92803 -0.69913 -0.31235  0.06
H33 -5.13377 -1.76668 -0.64213  0.11
H34 2.25833 -1.67774 -3.01344  0.09
H35 2.81745 -1.07661 -5.31818  0.13
H36 -1.18386 0.29580 -5.94230  0.12
H37 -1.75814 -0.32354 -3.63113  0.11
H38 0.38840 -2.34866 1.16509  0.05
H39 1.70429 -4.22500 1.99034  0.13
H40 2.36806 -5.49733 -2.04655  0.13
H41 1.06984 -3.59757 -2.87153  0.10

Results
- Net charge: 0
- Orbital gap: 7.8 eV

Entry 2:
The following is a DFT calculation (ωB97M-V/def2-TZVPD) of a molecular structure, C41H41N8OPrS5SbSeSi.

Each line ends with the Mulliken spin population.
Cartesian coordinates (Å):
Pr1 0.10300 -0.08600 0.12930  2.10
S1 0.44120 1.82720 2.54220  -0.01
C1 0.28610 3.31910 1.69820  0.00
C2 1.06390 4.37150 2.19960  0.00
N1 1.71410 5.21280 2.64490  0.00
C3 -0.54990 3.56350 0.62380  0.00
S2 -1.57720 2.38530 -0.14210  -0.01
C4 -0.60620 4.83950 0.05530  0.00
N2 -0.69170 5.87520 -0.44720  0.00
C5 -0.08870 0.32360 -2.59950  -0.01
Si1 -1.74510 -0.06810 -3.30250  0.00
C6 -2.21410 -1.75200 -2.49470  -0.01
N3 -2.36840 -1.67810 -1.04210  -0.01
C7 -2.47580 -3.02470 -0.46180  0.01
C8 -3.88130 -3.62430 -0.58300  0.01
C9 -4.88650 -2.79370 0.22890  0.00
C10 -4.30290 -1.40670 0.50500  0.00
C11 -3.57560 -0.89270 -0.73140  0.00
C12 -1.87140 -0.35880 -5.19360  0.00
C13 -1.63740 0.72890 -6.03080  0.00
C14 -1.60380 0.59370 -7.40490  0.00
C15 -1.81690 -0.64810 -7.98210  0.00
C16 -2.05920 -1.74210 -7.17060  0.00
C17 -2.07810 -1.59420 -5.79550  0.00
C18 -3.04930 1.31910 -3.18110  0.00
C19 -2.61830 2.63280 -3.05450  0.00
C20 -3.50820 3.69100 -3.04070  0.00
C21 -4.86510 3.45360 -3.16890  0.00
C22 -5.31760 2.15460 -3.32270  0.00
C23 -4.41350 1.10750 -3.33720  0.00
H1 0.25630 1.31920 -2.89380  0.00
H2 0.66180 -0.38680 -2.97250  -0.01
H3 -1.37390 -2.42200 -2.70650  0.00
H4 -3.11030 -2.20440 -2.95430  0.00
H5 -2.18930 -2.97850 0.59490  0.00
H6 -1.75340 -3.67490 -0.97050  -0.01
H7 -3.86770 -4.66230 -0.24600  0.00
H8 -4.16960 -3.63870 -1.63720  0.00
H9 -5.12180 -3.28810 1.17470  0.00
H10 -5.82170 -2.69410 -0.33060  0.00
H11 -3.59730 -1.45830 1.33140  0.00
H12 -5.09460 -0.70480 0.77800  0.00
H13 -3.28280 0.15380 -0.60210  0.00
H14 -4.28130 -0.94180 -1.57340  0.00
H15 -1.47790 1.69700 -5.58020  0.00
H16 -1.40500 1.45470 -8.03070  0.00
H17 -1.78940 -0.76090 -9.05890  0.00
H18 -2.22630 -2.71650 -7.61440  0.00
H19 -2.25700 -2.46000 -5.17490  0.00
H20 -1.56460 2.83430 -2.95990  0.00
H21 -3.13950 4.70060 -2.92510  0.00
H22 -5.56760 4.27780 -3.16350  0.00
H23 -6.37790 1.95970 -3.43250  0.00
H24 -4.78430 0.10130 -3.48160  0.00
Se1 8.14980 1.14160 -1.45540  0.00
N4 7.27080 0.25050 -0.18650  0.00
C24 5.99300 0.59480 -0.24880  0.01
C25 4.97990 0.09300 0.63140  0.01
C26 5.25990 -0.82900 1.64660  -0.04
C27 4.24310 -1.23480 2.47730  0.04
C28 2.96120 -0.71660 2.26380  -0.03
N5 2.65760 0.10570 1.27980  0.01
C29 3.64580 0.52410 0.46600  -0.06
C30 3.30610 1.48700 -0.56000  0.00
N6 2.02640 1.89650 -0.64690  0.01
C31 1.73460 2.84790 -1.51340  0.00
C32 2.65930 3.43190 -2.37810  0.00
C33 3.96290 2.99770 -2.33320  0.00
C34 4.31460 2.01610 -1.40240  0.01
C35 5.66100 1.55180 -1.26020  0.00
N7 6.67200 1.97420 -2.00600  0.00
H25 6.27120 -1.19240 1.74970  0.00
H26 4.41070 -1.94410 3.27170  0.02
H27 2.14260 -1.00120 2.91590  0.00
H28 0.70610 3.18430 -1.52810  0.00
H29 2.34100 4.19640 -3.07060  0.00
H30 4.73090 3.39630 -2.98000  0.00
S3 3.09270 -4.42470 1.33000  0.35
Sb1 1.34230 -3.39360 0.23380  0.29
S4 2.20850 -1.66970 -1.14770  0.18
S5 0.05730 -2.28240 1.89640  0.17
O1 -1.94070 -0.01580 1.77700  -0.03
C36 -2.53240 0.64250 2.62530  0.00
C37 -2.31120 0.41930 4.10710  0.01
C38 -3.56960 0.19570 4.97010  0.00
C39 -4.88890 0.19860 4.19450  0.00
C40 -5.32740 1.59710 3.74950  0.00
C41 -4.15050 2.40390 3.18950  0.00
N8 -3.38970 1.60810 2.26510  0.00
H31 -1.74920 1.29330 4.45120  0.00
H32 -1.63460 -0.43360 4.17980  0.00
H33 -3.62940 0.94940 5.75870  0.00
H34 -3.47740 -0.77540 5.45920  0.00
H35 -5.67040 -0.22680 4.83320  0.00
H36 -4.78870 -0.44780 3.32170  0.00
H37 -5.76320 2.14360 4.58990  0.00
H38 -6.09780 1.49440 2.98210  0.00
H39 -3.51190 2.74340 4.01230  0.00
H40 -4.51990 3.28710 2.66710  0.00
H41 -3.31280 1.89430 1.28820  0.00

Results
- Net charge: -2
- Spin multiplicity: 4
- <S²>: 3.7667
- Orbital gap (spin up / spin down): 5.1 / 4.8 eV

Entry 3:
The following is a DFT calculation (ωB97M-V/def2-TZVPD) of a molecular structure, C41H41NOP2Tc.

Each line ends with the Mulliken spin population.
Cartesian coordinates (Å):
Tc1 0.83229 1.05782 -0.37808  3.52
C1 4.30520 1.38297 -2.68968  0.00
C2 2.97130 1.95231 -2.40750  -0.03
C3 2.06876 2.19113 -3.46346  0.02
C4 0.95629 2.98824 -3.28304  0.02
C5 0.70687 3.59157 -2.04026  -0.08
C6 1.53669 3.31846 -0.95666  -0.02
C7 2.63183 2.43125 -1.11562  0.01
H1 4.87455 1.16507 -1.78931  0.00
H2 4.86573 2.14202 -3.24790  -0.01
H3 4.26552 0.51180 -3.33947  -0.01
H4 2.30295 1.82274 -4.45125  0.00
H5 0.31417 3.21098 -4.12162  0.00
H6 -0.07504 4.33230 -1.95408  0.00
H7 1.44114 3.89347 -0.04092  -0.01
H8 3.40053 2.41998 -0.34589  0.02
N1 1.79222 -1.44894 1.12773  -0.02
P1 0.24039 -0.76305 1.16192  -0.09
C8 -0.89844 -1.98910 0.46164  -0.10
C9 -1.18827 -3.13656 1.19382  -0.01
C10 -2.00995 -4.10074 0.63274  0.00
C11 -2.53419 -3.92081 -0.63751  0.00
C12 -2.23969 -2.77823 -1.36717  -0.01
C13 -1.42205 -1.80682 -0.81449  0.01
C14 -0.13739 -0.55864 2.91342  -0.01
C15 0.90454 -0.30041 3.81143  -0.01
C16 0.63839 -0.24290 5.16678  0.00
C17 -0.66062 -0.41340 5.63018  -0.01
C18 -1.70572 -0.62895 4.73624  0.00
C19 -1.45039 -0.69409 3.37787  -0.01
P2 2.54667 -0.86055 -0.29438  -0.06
C20 4.28554 -1.27971 0.05374  -0.06
C21 5.12691 -1.74119 -0.96382  -0.02
C22 6.37226 -2.24828 -0.63191  0.00
C23 6.80286 -2.24864 0.68949  -0.06
C24 5.97320 -1.77305 1.69860  -0.01
C25 4.72887 -1.26006 1.38081  -0.01
C26 2.01041 -1.99038 -1.61820  -0.08
C27 1.38595 -1.47832 -2.75378  0.04
C28 0.94087 -2.33422 -3.74428  0.02
C29 1.11963 -3.70211 -3.59944  0.01
C30 1.74454 -4.21194 -2.46938  0.00
C31 2.19016 -3.36294 -1.47077  -0.02
H9 1.98619 -2.36488 1.52807  -0.01
H10 -0.78952 -3.27504 2.18880  0.00
H11 -2.24831 -4.98678 1.20240  0.00
H12 -3.19487 -4.66825 -1.05328  0.00
H13 -2.65530 -2.63806 -2.35386  0.00
H14 -1.18359 -0.90393 -1.36800  0.04
H15 1.90916 -0.15903 3.44313  0.00
H16 1.44419 -0.07436 5.86648  0.00
H17 -0.86430 -0.36299 6.68958  0.00
H18 -2.71126 -0.76561 5.10519  0.00
H19 -2.25441 -0.88431 2.67989  0.00
H20 4.80587 -1.74690 -1.99489  0.00
H21 7.00768 -2.65176 -1.40674  0.00
H22 7.80036 -2.59008 0.93453  0.00
H23 6.30208 -1.78827 2.72638  0.00
H24 4.09906 -0.85671 2.16044  0.00
H25 1.27100 -0.40196 -2.85892  -0.01
H26 0.46528 -1.94212 -4.63021  0.00
H27 0.77480 -4.37313 -4.37245  0.00
H28 1.89128 -5.27666 -2.36778  0.00
H29 2.68689 -3.76594 -0.59800  0.00
C32 -7.33199 3.38567 0.18902  0.00
C33 -5.92546 3.02304 0.29499  0.01
C34 -5.18662 2.60698 -0.83493  0.01
C35 -3.86054 2.25501 -0.76368  0.00
C36 -3.14241 1.79506 -1.98283  -0.01
C37 -3.19709 2.28495 0.52054  0.03
C38 -1.87138 1.87615 0.71204  -0.02
O1 -0.99869 1.53247 -0.14903  -0.02
C39 -3.94287 2.73194 1.68255  -0.01
C40 -3.30357 2.83143 3.02194  0.00
C41 -5.26396 3.07348 1.54139  0.01
H30 -7.75752 3.14859 -0.78243  0.00
H31 -7.46739 4.46264 0.36768  0.00
H32 -7.91962 2.93848 0.99799  0.00
H33 -5.69411 2.57078 -1.78654  0.00
H34 -3.73848 1.97478 -2.87374  0.00
H35 -2.94862 0.72262 -1.92007  0.00
H36 -2.18620 2.30518 -2.09035  0.00
H37 -1.52824 1.84701 1.75688  0.00
H38 -2.46501 3.52553 3.00333  0.00
H39 -2.93701 1.85950 3.35486  0.00
H40 -4.01023 3.19479 3.76306  0.00
H41 -5.82073 3.39257 2.41005  0.00

Results
- Net charge: +4
- Spin multiplicity: 4
- ΔE to the lowest compared entry with this formula, charge and spin: 200.40 kJ/mol
- <S²>: 4.0402
- Orbital gap (spin up / spin down): 4.0 / 5.2 eV